[1]
Here is a structure of composition C41H37N7OS3SbSe4V from the Open Molecules 2025 dataset. Energies are from ωB97M-V with the def2-TZVPD basis set.

XYZ file:
```
95
Properties=species:S:1:pos:R:3:forces:R:3
V 0.8642 1.2992 -0.2898 0.8 -1.5 -2.9
Se 6.3749 5.2295 0.1995 -0.1 -0.1 0.0
Sb 5.4977 3.3934 -1.0370 0.7 -0.4 0.0
Se 2.7355 2.9869 -0.3198 -1.2 0.6 0.6
Se 0.3995 3.3462 0.7297 0.9 0.1 -0.7
Se 7.2316 1.8580 -1.7768 -0.1 0.2 0.1
N 0.4950 1.3182 -2.1997 -0.4 -0.3 1.4
S -0.8699 0.6361 -1.9162 -0.7 0.9 0.5
N -1.0124 0.0445 -0.5203 0.9 0.0 -2.0
S -1.2845 0.9176 1.3731 -0.9 -0.6 3.6
N 0.1175 0.5036 2.2886 -0.1 0.6 -0.6
S 1.3587 -0.3758 1.7128 -1.0 0.4 0.6
N 1.6292 -0.5390 0.2530 -0.3 1.1 0.4
C 2.7644 0.3946 2.5093 -0.1 0.4 -0.1
C 2.6115 1.4974 3.3368 0.0 -0.1 0.1
C 3.7089 2.3109 3.5817 0.0 -0.1 0.1
C 4.9433 2.0054 3.0285 0.0 0.1 -0.1
C 5.0895 0.8883 2.2144 0.0 0.0 0.0
C 3.9925 0.0942 1.9286 0.0 -0.1 0.1
C 1.0933 -1.9219 2.5607 0.0 -0.2 -0.4
C 0.9757 -3.0492 1.7655 0.1 0.0 0.0
C 0.6073 -4.2516 2.3541 0.0 0.0 0.0
C 0.3452 -4.3038 3.7143 0.0 0.0 0.0
C 0.4571 -3.1593 4.4970 0.0 0.0 0.0
C 0.8311 -1.9568 3.9223 0.1 0.0 0.0
C -2.3736 2.0395 2.4258 0.7 0.3 -0.5
C -3.6879 1.9709 1.9660 -0.2 -0.1 0.1
C -4.5387 3.0559 2.0991 0.0 0.0 0.0
C -4.0752 4.2427 2.6529 0.0 0.0 0.0
C -2.7682 4.3177 3.1087 -0.1 0.0 0.1
C -1.9237 3.2206 2.9986 0.2 -0.1 0.3
C -2.1792 -0.5735 1.9950 0.2 -0.4 -0.3
C -2.2707 -1.7215 1.2237 -0.2 0.0 -0.1
C -2.7378 -2.9034 1.7892 0.0 0.0 0.0
C -3.0884 -2.9549 3.1262 0.0 0.0 0.0
C -2.9605 -1.8124 3.9059 0.0 0.0 0.0
C -2.4995 -0.6323 3.3510 -0.1 0.1 -0.1
C -1.4975 -0.4211 -3.2167 0.5 0.0 -0.1
C -0.9111 -0.3251 -4.4674 -0.1 0.0 0.0
C -1.3606 -1.1578 -5.4807 0.0 0.0 0.0
C -2.3849 -2.0639 -5.2358 0.0 0.0 0.0
C -2.9624 -2.1417 -3.9754 0.0 0.0 0.0
C -2.5143 -1.3186 -2.9523 0.0 -0.1 0.0
C -2.0933 1.9689 -2.1382 -0.1 -0.1 0.0
C -1.6485 3.2358 -2.4794 0.0 0.0 0.0
C -2.5625 4.2802 -2.5598 0.0 0.0 0.0
C -3.9087 4.0532 -2.3235 0.0 0.0 0.0
C -4.3495 2.7779 -1.9872 0.0 0.0 0.0
C -3.4392 1.7398 -1.8787 0.0 0.0 0.0
H 1.6349 1.7393 3.7315 0.0 0.1 -0.1
H 3.5888 3.2065 4.1770 0.0 0.0 0.0
H 5.7826 2.6732 3.1741 0.0 0.0 0.0
H 6.0438 0.6772 1.7491 0.0 0.0 0.0
H 4.0652 -0.7101 1.2079 0.0 0.0 0.0
H 1.1609 -2.9560 0.7007 0.0 0.0 0.0
H 0.5071 -5.1414 1.7454 0.0 0.0 0.0
H 0.0327 -5.2357 4.1689 0.0 0.0 0.0
H 0.2339 -3.2022 5.5554 0.0 0.0 0.0
H 0.9027 -1.0518 4.5121 0.0 0.0 0.0
H -4.0563 1.0604 1.5062 0.0 0.0 -0.1
H -5.5597 2.9827 1.7458 0.0 0.0 0.0
H -4.7307 5.1006 2.7294 0.0 0.0 0.0
H -2.3935 5.2378 3.5389 0.0 0.0 0.0
H -0.9078 3.2891 3.3666 0.0 0.0 -0.1
H -1.9524 -1.6958 0.1911 0.0 0.0 0.0
H -2.8003 -3.7919 1.1730 0.0 0.0 0.0
H -3.4384 -3.8803 3.5666 0.0 0.0 0.0
H -3.2040 -1.8414 4.9608 0.0 0.0 0.0
H -2.3828 0.2439 3.9719 0.0 0.0 0.0
H -0.0897 0.3661 -4.6134 0.0 0.0 0.0
H -0.8997 -1.1103 -6.4594 0.0 0.0 0.0
H -2.7269 -2.7197 -6.0267 0.0 0.0 0.0
H -3.7549 -2.8545 -3.7840 0.0 0.0 0.0
H -2.9262 -1.3942 -1.9538 0.0 0.0 0.0
H -0.5911 3.3951 -2.6452 0.0 0.0 0.0
H -2.2106 5.2770 -2.7934 0.0 0.0 0.0
H -4.6167 4.8702 -2.3883 0.0 0.0 0.0
H -5.4008 2.5963 -1.7995 0.0 0.0 0.0
H -3.7745 0.7547 -1.5775 0.0 0.0 0.0
C 1.6986 -4.2511 -2.8770 0.0 0.0 0.0
N 2.4066 -2.9923 -3.0220 0.0 0.0 0.0
C 3.6800 -2.9784 -3.4896 0.0 0.0 0.1
C 4.3926 -1.8402 -3.5893 0.0 0.0 0.0
C 3.7192 -0.6448 -3.1587 0.0 0.1 0.1
N 2.4728 -0.6448 -2.7405 0.1 -0.2 -0.1
C 1.7543 -1.7804 -2.6543 0.1 -0.1 0.0
O 0.5918 -1.8360 -2.2750 0.2 -0.3 -0.1
N 4.3411 0.5379 -3.1823 0.0 0.1 -0.3
H 1.4291 -4.6675 -3.8504 0.0 0.0 0.0
H 0.7873 -4.0506 -2.3214 0.0 0.0 0.0
H 2.3143 -4.9694 -2.3336 0.0 0.0 0.0
H 4.0876 -3.9424 -3.7692 0.0 0.0 0.0
H 5.4050 -1.8300 -3.9616 0.0 0.0 0.0
H 5.3449 0.6413 -3.2487 0.0 0.0 0.2
H 3.8184 1.3209 -2.8150 0.0 0.0 0.1
```
Positions in Å, forces in eV/Å.

The calculation puts the gap between HOMO and LUMO (spin up / spin down) at 0.20161 / 0.20846 Ha. Its expectation value of S² is 0.803. Its total energy is -14027.46503 hartree. As for the net charge: -1. As for the energy relative to the best compared isomer or geometry (same formula, charge and spin): 0.00 kcal per mole. The strongest force on any atom comes out at 3.79 eV/Å. As for the spin multiplicity: 2.

Löwdin population analysis, charges in e, atoms 1 to 8:
1 V 0.131
2 Se -0.281
3 Sb 0.017
4 Se -0.006
5 Se 0.265
6 Se -0.276
7 N -0.327
8 S 0.639



[2]
Here is a structure of composition C30H50ClLuNOP from the Open Molecules 2025 dataset. Energies are from ωB97M-V with the def2-TZVPD basis set.

XYZ file:
```
85
Properties=species:S:1:pos:R:3:forces:R:3
Lu 1.8143 1.4700 1.0836 0.6 -0.8 2.4
P 0.4381 0.3685 -0.7837 -0.1 0.2 1.0
Cl 2.5018 3.7353 0.6995 0.3 0.9 -0.2
C -2.4234 -1.2791 1.0384 -1.3 5.7 -0.1
H -3.3504 -0.8616 0.6333 0.2 0.2 -0.4
H -1.7439 -0.5927 1.5307 -0.4 0.2 0.5
C 2.2484 0.6049 -1.2869 -0.5 0.2 -0.7
C -0.2822 2.1035 -0.8472 0.0 -0.1 -0.6
C 2.5301 0.5454 -2.7991 0.6 0.2 0.1
H 2.4880 1.6696 -0.9909 0.0 -0.5 -0.7
C 3.9988 0.9103 -3.0652 0.0 0.1 -0.1
H 2.3068 -0.4616 -3.1838 0.1 0.3 0.2
H 1.8821 1.2531 -3.3408 0.2 -0.3 0.3
C 5.0126 0.1391 -2.2110 -0.1 -0.3 -0.1
H 4.2133 0.7311 -4.1264 0.1 0.1 0.1
H 4.1279 1.9884 -2.8959 -0.1 -0.1 0.0
C 4.6492 0.0184 -0.7227 -0.1 0.1 0.1
H 5.1304 -0.8699 -2.6301 -0.1 0.1 0.1
H 5.9914 0.6277 -2.3050 -0.1 -0.2 0.0
C 3.1714 -0.3478 -0.4815 0.2 -0.1 -0.8
H 5.2869 -0.7403 -0.2494 -0.1 0.2 -0.1
H 4.8808 0.9697 -0.2171 -0.2 -0.2 0.0
H 2.9790 -1.3790 -0.8127 -0.1 0.2 0.1
H 2.9829 -0.3659 0.6307 0.2 -0.1 -0.4
C -0.4626 -0.7714 -1.8492 -0.1 0.0 -0.6
C -1.8127 1.9671 -0.7111 -0.2 0.1 0.1
H 0.1290 2.6347 0.0584 -0.7 -0.2 -0.7
C -2.5314 3.3222 -0.7039 0.2 0.0 0.1
H -2.2026 1.3686 -1.5499 0.1 0.2 0.3
H -2.0698 1.4127 0.2038 0.1 0.0 -0.3
C -2.1002 4.2392 -1.8528 0.0 -0.1 -0.1
H -3.6116 3.1422 -0.7683 0.2 0.1 0.1
H -2.3459 3.8216 0.2563 0.0 0.0 -0.1
C -0.5791 4.3351 -2.0142 0.1 0.0 0.1
H -2.5388 3.8730 -2.7916 0.1 0.0 0.1
H -2.5118 5.2417 -1.6900 0.0 -0.1 -0.1
C 0.1182 2.9633 -2.0600 -0.2 0.2 -0.1
H -0.3416 4.8859 -2.9340 0.0 0.0 0.2
H -0.1583 4.9118 -1.1784 0.0 -0.1 -0.1
H -0.1446 2.4443 -2.9946 0.0 0.2 0.2
H 1.2060 3.1321 -2.0858 -0.3 -0.1 0.1
C 0.2672 -2.1222 -1.9472 0.0 0.0 0.0
H -1.4251 -0.9478 -1.3222 0.4 0.2 0.2
C -0.5767 -3.1091 -2.7551 -0.1 0.1 0.0
H 1.2480 -1.9818 -2.4245 -0.2 -0.1 -0.1
H 0.4586 -2.5365 -0.9513 -0.1 0.1 -0.1
C -0.9591 -2.5456 -4.1287 0.1 0.0 -0.1
H -0.0160 -4.0435 -2.8780 -0.2 0.1 0.0
H -1.4850 -3.3468 -2.1820 0.2 0.1 -0.1
C -1.5660 -1.1394 -4.0722 -0.1 0.0 0.1
H -0.0642 -2.5235 -4.7647 0.0 0.0 0.0
H -1.6698 -3.2223 -4.6124 0.1 0.0 0.0
C -0.7402 -0.1660 -3.2278 0.0 -0.3 -0.4
H -1.6694 -0.7300 -5.0843 -0.1 -0.1 0.1
H -2.5749 -1.1909 -3.6403 0.1 0.0 0.0
H 0.2077 0.0617 -3.7367 -0.3 -0.1 0.0
H -1.2826 0.7838 -3.1441 0.1 -0.3 0.0
C -0.4464 -2.5894 1.4614 -3.0 -1.4 -2.8
C -2.1762 -2.6029 0.9996 4.6 -4.1 1.3
H 0.1461 -1.9421 0.8090 -0.3 -0.1 0.4
C -2.9118 -3.5129 1.9972 0.2 -0.2 -0.1
H -2.2096 -3.0173 -0.0245 -0.2 -0.5 0.0
C -2.5492 -3.1715 3.4406 -0.1 -0.2 0.0
H -3.9976 -3.4240 1.8448 0.1 0.1 0.0
H -2.6302 -4.5587 1.8173 -0.1 -0.1 -0.1
C -1.0822 -3.4865 3.7229 0.1 0.4 -0.4
H -2.7466 -2.1079 3.6234 0.0 -0.1 0.0
H -3.1988 -3.7528 4.1026 0.0 0.0 0.1
C -0.1710 -2.5786 2.8653 0.1 -0.6 1.0
H -0.8469 -3.3621 4.7873 0.0 0.1 -0.1
H -0.8839 -4.5311 3.4534 0.0 0.0 0.0
H -0.2864 -1.5384 3.2244 -0.1 0.6 0.7
H 0.8713 -2.8766 3.0416 0.0 0.4 0.1
O 0.5045 1.1384 2.5659 -0.4 0.1 1.5
N 0.1615 1.2026 3.8909 0.7 0.6 -2.3
C -1.1288 0.9608 4.2119 -1.1 -0.7 0.8
C -1.4792 0.9638 5.5556 0.2 0.0 -0.8
C -0.5114 1.2233 6.5257 -0.7 0.0 1.0
C 0.8051 1.4820 6.1340 1.0 0.1 -1.3
C 1.1359 1.4751 4.7862 0.5 0.1 1.8
H -1.8226 0.8137 3.3883 0.2 -0.1 0.2
H -2.5142 0.7624 5.8184 0.2 0.1 -0.1
H -0.7829 1.2362 7.5830 0.1 -0.1 -0.3
H 1.5911 1.7053 6.8528 -0.2 0.0 -0.2
H 2.1315 1.6878 4.3907 -0.5 -0.1 0.1
```
Positions in Å, forces in eV/Å.

The calculation puts the gap between HOMO and LUMO (spin up / spin down) at 0.09805 / 0.09718 Ha. Its expectation value of S² is 0.752. Its total energy is -3339.90756 hartree. As for the net charge: -1. As for the energy relative to the best compared isomer or geometry (same formula, charge and spin): 62.34 kcal per mole. The strongest force on any atom comes out at 6.32 eV/Å. As for the spin multiplicity: 2.

Löwdin population analysis, charges in e, atoms 1 to 8:
1 Lu 0.918
2 P 1.030
3 Cl -0.148
4 C -0.185
5 H 0.004
6 H -0.003
7 C -0.514
8 C -0.461



[3]
Here is a cluster of 2 separate species, C2H6OS2 in total from the Open Molecules 2025 dataset. Energies are from ωB97M-V with the def2-TZVPD basis set.

XYZ file:
```
11
Properties=species:S:1:pos:R:3:forces:R:3
C 0.2806 -0.6495 -0.9081 0.1 -1.6 -1.6
C -0.2862 -1.0314 -2.2867 -1.1 3.1 -0.3
O 0.2668 -0.6949 -3.3087 0.5 -0.8 0.2
H -0.3514 -0.0819 -0.2338 -0.3 0.0 -0.2
H 0.4655 -1.6537 -0.5168 0.4 0.2 0.8
H 1.2037 -0.1388 -1.1707 0.1 0.0 0.5
H -1.3627 -1.2756 -2.4236 0.2 -0.9 0.7
S 0.5733 1.9422 2.0604 -0.1 0.0 0.1
S -0.6657 0.8468 3.3550 0.4 -0.3 0.1
H -0.4166 2.8141 1.8562 0.0 0.2 -0.2
H 0.2927 -0.0773 3.5770 -0.3 0.1 0.0
```
Positions in Å, forces in eV/Å.

The calculation puts the gap between HOMO and LUMO at 0.32496 Ha. Its total energy is -951.36778 hartree. The SMILES is CC=O.SS. As for the net charge: 0. As for the energy relative to the best compared isomer or geometry (same formula, charge and spin): 15.24 kcal per mole. The strongest force on any atom comes out at 3.30 eV/Å. As for the spin multiplicity: 1.

Löwdin population analysis, charges in e, atoms 1 to 8:
1 C -0.055
2 C -0.306
3 O 0.020
4 H 0.048
5 H 0.076
6 H 0.076
7 H 0.115
8 S 0.223



strongest force on any atom of number 3 (C2H6OS2)? 3.30 eV/Å